*1*
Molecular formula: C2H3OP
Method: DFT, ωB97M-V/def2-TZVPD

## Properties
HOMO-LUMO gap   8.8 eV
LUMO   -0.73 eV
Net charge   0
SMILES string   C=CP=O

XYZ file:
```
7
C2H3OP (ωB97M-V/def2-TZVPD)
C -0.4186 -0.0064 -1.0527
C -0.0643 -0.3891 0.1507
P 1.3765 0.3505 1.0446
O 0.9341 0.9142 2.2971
H 0.0223 0.8324 -1.4698
H -1.2795 -0.4547 -1.4522
H -0.5704 -1.2469 0.4822
```


*2*
Molecular formula: C2H3OP
Method: DFT, ωB97M-V/def2-TZVPD

## Properties
HOMO-LUMO gap   8.8 eV
LUMO   -0.92 eV
Net charge   0
SMILES string   C#C.O=P

XYZ file:
```
7
C2H3OP (ωB97M-V/def2-TZVPD)
C -0.1879 1.8454 0.5081
C -1.2641 1.4676 0.8463
H 0.5385 2.0637 -0.1959
H -2.0257 1.3394 1.5512
O 1.6278 -3.1800 -1.0486
P 1.3293 -1.8372 -0.5641
H -0.0180 -1.6989 -1.0969
```


How do the energies compare? Relative to the most stable structure, in kJ/mol: *1* 0.0; *2* 206.8.


*1*
Molecular formula: C2H3OP
Method: DFT, ωB97M-V/def2-TZVPD

## Properties
HOMO-LUMO gap (alpha / beta)   6.9 / 6.9 eV
LUMO (alpha / beta)   -1.30 / -1.30 eV
Net charge   0

XYZ file:
```
7
C2H3OP (ωB97M-V/def2-TZVPD)
C -0.3684 1.0224 0.0126
C -0.1626 0.0260 -0.8513
O 1.4853 -2.0063 1.5911
P 0.4176 -2.1730 0.5799
H -0.9093 1.9122 -0.5085
H 0.1641 1.2779 0.9411
H -0.6266 -0.0592 -1.7649
```


*2*
Molecular formula: C2H3OP
Method: DFT, ωB97M-V/def2-TZVPD

## Properties
HOMO-LUMO gap   11.0 eV
LUMO   0.87 eV
Net charge   0
SMILES string   O=[PH]1C=C1

XYZ file:
```
7
C2H3OP (ωB97M-V/def2-TZVPD)
O 2.1737 0.0322 0.2207
P 0.8739 0.0943 -0.3771
C -0.6109 -0.5877 0.3116
C -0.6534 0.7222 0.2589
H 0.8490 -0.3358 -1.7837
H -1.3415 -1.2927 0.7018
H -1.2909 1.3676 0.6678
```


How do the energies compare? Relative to the most stable structure, in kJ/mol: *1* 135.3; *2* 0.0.


*1*
Molecular formula: C5H11N2O
Method: DFT, ωB97M-V/def2-TZVPD

## Properties
HOMO-LUMO gap   5.7 eV
LUMO   3.60 eV
Net charge   -1
SMILES string   N/C=C(\N)CCC[O-]

XYZ file:
```
19
C5H11N2O (ωB97M-V/def2-TZVPD)
N -2.0637 1.4660 -1.6271
C -0.8806 1.5247 -0.8389
C 0.0973 0.6227 -0.9170
N -0.0148 -0.4713 -1.8343
C 1.2331 0.5506 0.0338
C 0.8773 0.0298 1.4306
C 0.2047 -1.5039 1.4740
O 0.5317 -2.1410 2.5841
H -2.2230 2.3474 -2.1129
H -2.0131 0.8171 -2.4061
H -0.8368 2.4564 -0.2953
H 0.4060 -0.3376 -2.7501
H 0.2748 -1.3496 -1.4142
H 2.0012 -0.1636 -0.2945
H 1.7793 1.4931 0.2271
H 1.7239 -0.1166 2.0969
H 0.0997 0.6254 1.9218
H -0.8781 -1.3611 1.2844
H 0.7821 -1.9477 0.5840
```


*2*
Molecular formula: C5H11N2O
Method: DFT, ωB97M-V/def2-TZVPD

## Properties
HOMO-LUMO gap   5.3 eV
LUMO   3.24 eV
Net charge   -1

XYZ file:
```
19
C5H11N2O (ωB97M-V/def2-TZVPD)
C -0.5624 2.5111 0.7184
O -1.8540 2.8301 0.3999
C -0.1973 1.1793 0.1054
C -1.1678 0.1245 0.6302
C -0.6312 -1.2782 0.1562
N 1.2211 -2.0194 -1.7503
C 1.5240 -1.7710 -0.3383
N 0.7420 -1.4456 0.6836
H 0.2263 3.2291 0.1911
H -0.3726 2.5289 1.7930
H 0.8348 0.8884 0.3246
H -0.3527 1.1252 -0.9979
H -2.1996 0.2396 0.2753
H -1.1875 0.0236 1.7252
H -0.7846 -1.1896 -0.9292
H -1.2350 -2.0706 0.5970
H 2.1424 -1.9932 -2.2449
H 2.5485 -1.9664 -0.0361
H 1.3057 -0.9457 -1.3032
```


How do the energies compare? Relative to the most stable structure, in kJ/mol: *1* 0.0; *2* 229.0.